Density functional theory data (ωB97M-V/def2-TZVPD) for the ion C7H12NS with charge +1.

XYZ file:
```
21
Properties=species:S:1:pos:R:3:forces:R:3
C 0.59843 -2.42101 0.77856 0.99 -0.97 3.05
C 0.91946 -1.55310 -0.33576 0.05 5.25 -0.78
C 0.25513 0.13327 -0.12212 1.06 -0.08 0.67
C -0.88073 0.37429 -0.90909 0.66 -0.84 -2.59
C -1.48033 1.57946 -0.79407 -1.23 -1.51 1.58
C -2.81795 1.82920 -1.37157 2.13 3.76 0.56
S -0.81858 2.49368 0.47354 0.67 0.28 -0.18
C 0.46801 1.36317 0.60181 0.19 -3.07 -0.02
N 1.46753 1.44919 1.72374 -2.63 -1.96 -0.27
H 0.88614 -3.43564 0.47165 -0.52 0.02 0.14
H -0.48205 -2.29967 0.90966 0.23 -0.65 0.56
H 1.19114 -2.30146 1.80843 -1.35 0.22 -2.19
H 0.27525 -1.82795 -1.17350 0.60 0.09 -0.18
H 1.97014 -1.34846 -0.61406 -0.57 -0.64 0.05
H -1.12991 -0.20449 -1.84618 0.05 0.11 1.56
H -3.39116 2.38057 -0.64071 -0.46 0.24 -0.07
H -3.33484 1.00342 -1.67754 -0.98 -2.17 -0.95
H -2.49703 2.51082 -2.15822 -1.25 0.15 -0.71
H 1.86753 0.50992 1.72886 0.37 0.11 0.28
H 1.02464 1.62032 2.63115 0.02 -0.09 -0.03
H 2.14712 2.12236 1.58056 1.98 1.76 -0.48
```
Forces are in eV/Å.

Values from the calculation:
Energy relative to the best compared isomer or geometry (same formula, charge and spin) ... 30.83 kcal per mole
HOMO energy ... -0.466 hartree
HOMO-LUMO gap ... 9.02 eV
Net charge ... +1
SMILES string ... CCc1cc(C)sc1[NH3+]
Calculated total energy ... -19769.80261 eV

Atomic partial charges in e from the Mulliken method, atoms 1 to 5:
1. C -0.833
2. C -0.597
3. C 0.222
4. C -0.562
5. C 0.411